# 1
Below is a single C4H8N2O molecule in a non-equilibrium geometry, with properties calculated with wB97M-V/def2-TZVPD.

Computed properties:
Highest occupied orbital energy: -9.11 eV
SMILES: C[C@@]1(C(N)=O)CN1
DFT total energy: -9302.834 eV
HOMO-LUMO gap: 10.12 eV
Energy relative to the best compared isomer or geometry (same formula, charge and spin): 3.5595 eV
Max |F|: 2.4 eV/A

Element x y z (Å)
C: -1.18487 -1.06815 0.58684
C: -0.23416 0.04980 0.20729
C: 1.09478 -0.33701 -0.35990
N: 2.24758 0.21219 0.06665
O: 1.03284 -1.07766 -1.33813
C: -0.62409 0.87149 -1.01726
N: -0.74828 1.38394 0.35466
H: -2.17651 -0.89165 0.14592
H: -0.82652 -2.03812 0.23814
H: -1.30423 -1.11576 1.67758
H: 2.26940 0.82095 0.86522
H: 3.02523 0.17975 -0.57320
H: 0.18955 1.41352 -1.48242
H: -0.86526 -0.00840 -1.65014
H: -1.66753 1.34841 0.78672

Forces on atoms 1 to 6 (eV/Å):
C 0.05 -0.06 -0.08
C 0.18 -0.40 0.06
C 0.40 -0.27 -0.05
N 0.10 0.13 0.10
O 0.73 -0.39 0.61
C 0.41 -0.14 -0.42

***

# 2
Below is 2 unconnected molecules or ions with the total composition C4H8N2O in a non-equilibrium geometry, with properties calculated with wB97M-V/def2-TZVPD.

Computed properties:
Highest occupied orbital energy (spin up / spin down): -8.61 / -8.56 eV
DFT total energy: -9298.328 eV
HOMO-LUMO gap (spin up / spin down): 8.08 / 8.52 eV
Energy relative to the best compared isomer or geometry (same formula, charge and spin): 8.0657 eV
Max |F|: 1.3 eV/A

Element x y z (Å)
C: -2.40961 -0.74112 -0.14808
N: -0.97814 -0.52323 -0.35958
C: -0.36340 0.46946 0.21864
N: 0.94693 1.64921 1.98585
C: 1.04998 0.76038 -0.17664
O: 1.27168 1.95720 -0.33494
C: 2.13994 -0.25993 -0.43875
H: -2.92001 -0.84744 -1.11023
H: -2.78429 0.14428 0.36637
H: -2.59755 -1.62949 0.46268
H: -0.53689 -1.17215 -1.01743
H: -0.08098 1.70128 2.10375
H: 1.89682 -0.88068 -1.31180
H: 3.05707 0.29319 -0.65612
H: 2.30846 -0.92098 0.41627

Forces on atoms 1 to 6 (eV/Å):
C -0.13 -0.01 0.06
N 0.22 0.36 0.03
C -0.05 -0.63 -0.24
N -0.13 -0.16 1.26
C 0.11 0.81 -0.59
O -0.11 -0.78 -0.75

***

# 3
Below is a single C4H8N2O molecule in a non-equilibrium geometry, with properties calculated with wB97M-V/def2-TZVPD.

Computed properties:
Highest occupied orbital energy: -10.20 eV
SMILES: N#C[C@@H](N)CCO
DFT total energy: -9304.782 eV
HOMO-LUMO gap: 10.95 eV
Energy relative to the best compared isomer or geometry (same formula, charge and spin): 1.6116 eV
Max |F|: 1.1 eV/A

Element x y z (Å)
N: -0.72165 2.53547 0.47959
C: -0.77473 1.38047 0.43783
C: -0.77703 -0.09814 0.41015
N: -2.12420 -0.56976 0.10626
C: 0.20719 -0.60666 -0.65003
C: 1.59817 0.03703 -0.55479
O: 2.00840 0.25686 0.78578
H: -0.39535 -0.41636 1.39241
H: -2.10729 -1.58236 0.02167
H: -2.75680 -0.34718 0.86913
H: -0.22461 -0.42389 -1.64091
H: 0.28390 -1.69350 -0.52290
H: 1.61634 0.97640 -1.12042
H: 2.33014 -0.63478 -1.01548
H: 1.83751 1.18640 1.00172

Forces on atoms 1 to 6 (eV/Å):
N -0.03 -1.09 -0.05
C 0.05 0.98 0.04
C 0.20 0.06 0.02
N -0.07 -0.15 0.16
C 0.01 -0.05 -0.02
C -0.06 -0.06 -0.30

***

# 4
Below is a single C4H8N2O molecule in a non-equilibrium geometry, with properties calculated with wB97M-V/def2-TZVPD.

Computed properties:
Highest occupied orbital energy: -9.38 eV
SMILES: [H]/N=C(/CC)C(N)=O
DFT total energy: -9304.820 eV
HOMO-LUMO gap: 10.20 eV
Energy relative to the best compared isomer or geometry (same formula, charge and spin): 1.5736 eV
Max |F|: 4.7 eV/A

Element x y z (Å)
H: -0.98369 -1.74142 2.19862
N: -0.10305 -1.49997 1.74908
C: -0.18391 -0.82019 0.71262
C: 1.11512 -0.25796 -0.03628
C: 1.33431 1.24133 -0.16558
C: -1.25858 0.04267 0.13912
N: -1.67348 -0.38045 -1.10363
O: -1.83329 0.90501 0.78137
H: 1.93716 -0.70339 0.52467
H: 1.09625 -0.72061 -1.04984
H: 2.32462 1.42519 -0.57889
H: 1.27827 1.73161 0.80964
H: 0.59566 1.68564 -0.82332
H: -1.04354 -0.80612 -1.76387
H: -2.60186 -0.10135 -1.39371

Forces on atoms 1 to 6 (eV/Å):
H -0.23 0.32 -0.14
N 0.20 -1.19 0.44
C 2.40 3.83 -1.37
C -0.08 -2.21 0.39
C -0.43 -0.08 0.42
C -2.60 -1.21 0.66

***

> The highest DFT total energy belongs to which entry?

number 2